The following is a DFT calculation (wB97M-V/def2-TZVPD) of a structure of composition C40H43Br2I2N3OPd.

Structure (XYZ):
```
92
Properties=species:S:1:pos:R:3
Pd -0.5846 -0.0748 0.3424
Br -3.0457 -4.7610 0.7290
C -2.6798 -3.4063 1.9942
C -3.4798 -3.2673 3.1069
C -3.1860 -2.2974 4.0453
Br -4.3836 -2.2149 5.5294
C -2.0820 -1.4300 3.9178
C -1.7777 -0.5349 5.0509
C -0.8743 0.4347 5.1514
C 0.0270 0.9651 4.0777
N -0.1671 -0.7815 2.3136
C -1.3275 -1.5609 2.7475
C -1.5835 -2.5575 1.7428
O -0.8455 -2.6260 0.6993
H -4.3301 -3.9200 3.2484
H -2.3708 -0.7268 5.9331
H -0.8181 0.9531 6.1043
H 0.8050 1.5288 4.5850
C 0.5979 0.5282 -4.9976
C 0.0944 1.4264 -3.8620
C 0.3380 2.8894 -4.2392
C -1.3627 1.1391 -3.5257
C -2.3848 1.7484 -4.2468
C -3.7142 1.4935 -3.9570
C -4.0510 0.6175 -2.9380
C -3.0671 -0.0138 -2.1843
C -3.4324 -0.9776 -1.0622
C -3.5187 -0.2642 0.2918
C -4.7650 -1.6874 -1.3120
C -1.7339 0.2608 -2.5007
N -0.7206 -0.3425 -1.6829
C 0.0322 -1.2555 -2.1772
C 1.1719 -1.8759 -1.5550
C 1.6860 -3.0287 -2.1631
C 2.8157 -3.6505 -1.6891
C 3.4742 -3.0855 -0.5956
C 3.0050 -1.9415 0.0155
C 1.8260 -1.3148 -0.4312
N 1.3440 -0.1793 0.1597
C 2.1290 0.5708 1.0747
C 1.9054 0.5923 2.4652
C 2.8239 1.2909 3.2507
C 3.8798 1.9936 2.7064
C 4.0304 2.0371 1.3329
C 3.1658 1.3411 0.5034
C 3.3575 1.4447 -1.0022
C 4.6905 0.8348 -1.4451
C 3.2531 2.8998 -1.4675
C 0.7649 -0.1073 3.2454
C -0.7335 1.9677 3.2108
C 1.3848 -1.1948 4.1358
H 1.6460 0.7482 -5.2163
H 0.0175 0.7080 -5.9064
H 0.5212 -0.5344 -4.7614
H 0.6861 1.2181 -2.9680
H -0.1131 3.1357 -5.2032
H 1.4108 3.0723 -4.3270
H -0.0642 3.5747 -3.4925
H -2.1380 2.4411 -5.0426
H -4.4949 1.9793 -4.5305
H -5.0955 0.4153 -2.7344
H -2.6622 -1.7467 -0.9871
H -4.1532 0.6226 0.2286
H -2.5611 0.1021 0.7088
H -3.9061 -0.9365 1.0579
H -5.6141 -1.0045 -1.2154
H -4.8946 -2.4849 -0.5793
H -4.7949 -2.1338 -2.3078
H -0.2050 -1.5922 -3.1867
H 1.1650 -3.4348 -3.0236
H 3.1892 -4.5517 -2.1551
H 4.3702 -3.5562 -0.2095
H 3.5319 -1.5192 0.8624
H 2.7283 1.2772 4.3276
H 4.5715 2.5185 3.3533
H 4.8340 2.6206 0.8984
H 2.5536 0.8929 -1.4846
H 5.5296 1.3840 -1.0088
H 4.7880 0.8851 -2.5324
H 4.7740 -0.2106 -1.1445
H 4.0542 3.5123 -1.0453
H 2.2985 3.3439 -1.1783
H 3.3393 2.9492 -2.5561
H 0.3845 -1.5329 1.8779
H -1.1756 2.7434 3.8390
H -1.5471 1.4893 2.6665
H -0.0604 2.4514 2.5012
H 1.9941 -0.7462 4.9213
H 2.0273 -1.8425 3.5336
H 0.6126 -1.8025 4.6068
I -0.7834 2.8175 -0.2313
I -2.3468 4.8476 -1.0326
```

Computed properties:
Electronic energy ... -208462.799 eV
Frontier orbital gap ... 5.508 eV
Multiplicity ... 1
HOMO ... -7.130 eV
Lowest unoccupied orbital energy ... -1.623 eV



The following is a DFT calculation (wB97M-V/def2-TZVPD) of a cluster of 8 separate species, C39H56F7NO27P in total.

Structure (XYZ):
```
131
Properties=species:S:1:pos:R:3
C 3.2616 -2.7227 -1.8466
C 2.2323 -2.0253 -0.8285
O 0.9269 -1.7403 -1.3980
P 0.9372 -0.2744 -2.2584
O 1.3692 0.8284 -1.2527
C -0.7940 0.1211 -2.9582
C -1.7072 0.4443 -1.6925
C -3.0637 1.2273 -2.0043
C -4.2258 0.1239 -2.2941
C -4.8010 -0.5519 -0.9642
C -5.7339 -1.7844 -1.4035
O -6.2672 -1.7281 -2.5367
O -5.9930 -2.8819 -0.5363
C -3.0378 2.1830 -3.2846
C -2.3991 3.6380 -3.0290
C -2.8475 4.5186 -4.3215
C -0.7793 3.6336 -3.0912
N -2.9537 4.3482 -1.8490
O -2.4673 5.5471 -1.6907
C -2.9458 3.5382 -0.6002
C -3.9309 4.3246 0.4316
C -1.5128 3.5398 0.1615
C -3.5630 2.0731 -0.7377
O 2.0848 -0.2533 -3.5081
C 2.3118 1.0883 -4.0193
C 1.9352 1.0486 -5.5980
H 4.1104 -1.9777 -2.0496
H 3.7574 -3.6150 -1.3304
H 2.6957 -3.0000 -2.7888
H 2.7587 -1.1196 -0.3890
H 2.0568 -2.7472 0.0472
H -1.1082 -0.7903 -3.5604
H -0.6283 0.9868 -3.6720
H -1.1450 0.9650 -0.8361
H -2.0142 -0.5751 -1.2510
H -3.8369 -0.6816 -2.9994
H -5.1128 0.6143 -2.8364
H -5.5072 0.1682 -0.4139
H -3.9510 -0.8586 -0.2786
H -6.6324 -3.4221 -1.0572
H -4.1399 2.3868 -3.5540
H -2.5889 1.7127 -4.2248
H -2.8883 3.9034 -5.2758
H -2.2300 5.4744 -4.4157
H -3.9210 4.8674 -4.1078
H -0.5313 3.5008 -4.2094
H -0.3093 2.7609 -2.5380
H -0.3520 4.6403 -2.7934
H -3.3689 5.2422 0.7877
H -4.9452 4.5511 -0.0322
H -4.0133 3.6271 1.3364
H -1.6149 3.1272 1.2289
H -1.1540 4.6236 0.3006
H -0.6961 3.0123 -0.4224
H -3.2166 1.4947 0.1951
H -4.6961 2.1691 -0.7718
H 1.6016 1.8715 -3.5669
H 3.3637 1.4735 -3.8361
H 2.0280 -0.0057 -6.0051
H 2.6034 1.8076 -6.1172
H 0.8434 1.3729 -5.6791
C -7.4777 -3.8504 -5.5676
C -8.6409 -3.5051 -4.6942
O -9.0515 -4.7614 -4.1921
C -7.9232 -5.5264 -4.1597
O -7.8232 -6.5481 -3.5501
O -6.9218 -4.9775 -4.9016
F -9.6581 -2.9771 -5.4228
H -7.7808 -4.1380 -6.5777
H -6.7530 -3.0383 -5.6366
H -8.3962 -2.8391 -3.8619
C 2.8301 1.0254 2.3300
C 2.6262 -0.4227 2.6402
O 2.5158 -0.4421 4.0502
C 1.9952 0.7736 4.3859
O 1.5145 1.0259 5.4501
O 2.0833 1.6617 3.3583
F 3.7115 -1.1537 2.2836
H 3.8786 1.3280 2.4015
H 2.4524 1.2976 1.3425
H 1.7253 -0.8548 2.1947
C 5.4140 -0.1953 6.5326
C 5.7198 0.7440 7.6550
O 6.6890 1.6081 7.0953
C 6.4177 1.6429 5.7605
O 6.8492 2.4652 5.0091
O 5.5869 0.6290 5.3880
F 6.2774 0.0900 8.7026
H 6.1107 -1.0342 6.4833
H 4.3973 -0.5868 6.5834
H 4.8612 1.3279 7.9990
C -9.5476 -4.5867 -9.0174
C -9.6226 -4.9058 -10.4775
O -8.4126 -4.3790 -10.9845
C -7.5230 -4.4498 -9.9553
O -6.3417 -4.3479 -10.0813
O -8.1497 -4.6595 -8.7621
F -10.6561 -4.2573 -11.0655
H -9.9070 -3.5800 -8.7867
H -10.0964 -5.3034 -8.4051
H -9.6806 -5.9745 -10.7024
C 9.6327 -3.1876 7.1586
C 9.1044 -2.3746 8.2961
O 7.7361 -2.2149 7.9689
C 7.4043 -3.3203 7.2437
O 6.2810 -3.6653 7.0241
O 8.5076 -3.9861 6.8066
F 9.6848 -1.1514 8.3321
H 9.9242 -2.5739 6.3013
H 10.4760 -3.8063 7.4479
H 9.1952 -2.8558 9.2738
C -6.4139 6.4415 3.6289
C -5.3566 7.4977 3.7074
O -4.1784 6.7555 3.9491
C -4.3863 5.5409 3.3680
O -3.5224 4.7523 3.1341
O -5.7026 5.3406 3.0785
F -5.5702 8.3244 4.7593
H -6.8071 6.1656 4.6112
H -7.2463 6.7317 2.9867
H -5.2391 8.0859 2.7928
C 15.1316 -3.6867 6.9236
C 14.2010 -3.2783 5.8256
O 12.9235 -3.5279 6.3791
C 13.0712 -3.3683 7.7235
O 12.1610 -3.2353 8.4872
O 14.3811 -3.3712 8.0900
F 14.3600 -4.0632 4.7343
H 15.3521 -4.7575 6.9122
H 16.0718 -3.1348 6.9001
H 14.2776 -2.2259 5.5384
```

Computed properties:
⟨S²⟩ ... 0.754
Electronic energy ... -126432.513 eV
Frontier orbital gap (spin up / spin down) ... 8.964 / 9.642 eV
Multiplicity ... 2
HOMO (spin up / spin down) ... -8.672 / -9.654 eV
Lowest unoccupied orbital energy (spin up / spin down) ... 0.292 / -0.013 eV



The following is a DFT calculation (wB97M-V/def2-TZVPD) of a structure of composition C6H12O.

Structure (XYZ):
```
19
Properties=species:S:1:pos:R:3
C -1.9298 -1.1086 -0.7651
C -0.4603 0.4322 -0.1088
C -1.3583 1.2122 0.8056
C 0.3761 -0.5420 0.6269
O 1.1927 -1.4194 -0.1456
C 1.8501 -0.3916 0.5612
C 2.5369 0.6698 -0.2550
H -2.7506 -0.8673 -1.4458
H -1.3942 -2.0103 -1.0642
H -2.2862 -1.1750 0.2608
H -1.1499 -0.2136 -1.0361
H -1.7736 0.6629 1.6687
H -2.1772 1.6945 0.2637
H -0.7274 2.0175 1.2077
H -0.0217 -1.0228 1.5322
H 2.3967 -0.7436 1.4399
H 1.8897 0.9861 -1.0748
H 3.4740 0.2780 -0.6644
H 2.7747 1.5379 0.3696
```

Computed properties:
Electronic energy ... -8459.174 eV
Frontier orbital gap ... 8.857 eV
Multiplicity ... 1
HOMO ... -7.966 eV
Lowest unoccupied orbital energy ... 0.891 eV



Energy relative to the best compared isomer or geometry (same formula, charge and spin)
In order: 251.8, 518.4, 499.8
Unit: kJ/mol